Formula: C11H10ClNOOs
Source: OMol25
Level of theory: ωB97M-V/def2-TZVPD

Each line ends with the natural charge from an NBO analysis.
Cartesian coordinates (Å):
1 C -0.92702 1.47117 1.57568  -0.38
2 C -0.00475 2.17666 0.70376  -0.33
3 C 1.30425 1.63646 0.90733  -0.24
4 H -0.27648 3.02132 0.09392  0.26
5 C 1.23590 0.60107 1.87998  -0.33
6 C -0.12043 0.55126 2.36424  -0.25
7 H -0.41784 -0.02368 3.22070  0.27
8 H -1.98472 1.66162 1.67311  0.26
9 H 2.22373 1.98910 0.44688  0.26
10 H 2.02965 -0.01948 2.26925  0.26
11 Os -0.36250 -0.08036 0.35249  1.10
12 Cl -1.78559 -1.06157 -1.19514  -0.42
13 C 2.60342 0.26869 -4.86348  -0.06
14 C 3.83196 0.17179 -4.13034  -0.38
15 C 4.22035 1.49554 -3.73954  -0.11
16 H 4.38344 -0.73545 -3.93060  0.22
17 C 3.23249 2.41066 -4.23188  -0.24
18 C 2.23318 1.65262 -4.92652  -0.29
19 H 1.36836 2.05713 -5.43195  0.22
20 H 2.06605 -0.55328 -5.31325  0.21
21 H 5.11492 1.76074 -3.19449  0.21
22 H 3.25311 3.48553 -4.12237  0.21
23 O -3.14234 -2.12553 2.73658  -0.54
24 C -2.21968 -1.73707 2.08609  0.83
25 N -1.25068 -1.34807 1.47499  -0.75

Atomic forces in eV per Å
C 0.41 2.05 1.41
C -0.52 -0.58 0.72
C 0.26 -0.49 0.13
H 0.06 -0.13 -0.28
C -0.21 0.98 0.19
C 0.76 1.52 0.01
H -0.20 -0.13 -0.22
H 0.13 0.20 0.26
H -0.34 -0.24 -0.15
H 0.07 0.21 -0.17
Os -0.41 -2.15 -1.49
Cl 0.62 0.62 -0.83
C 1.59 0.05 0.90
C -0.10 1.29 0.08
C -0.38 -2.57 -0.59
H -0.08 0.08 0.01
C -2.79 -0.99 -1.83
C 1.79 2.26 1.33
H 0.05 -0.02 0.08
H 0.01 0.02 0.05
H -0.04 -0.05 0.00
H -0.05 -0.08 -0.01
O 1.40 0.50 -0.97
C -0.05 0.04 0.03
N -1.98 -2.39 1.34

The calculation puts the energy above the lowest of the compared OMol25 structures with the same formula, charge and spin at 22.71 kJ/mol. The value obtained for the LUMO energy (alpha / beta) is 0.2089 / -1.9007 eV. The calculation puts the total energy at -1105.82867 Ha. Its HOMO-LUMO gap (alpha / beta) is 7.41 / 6.28 eV. The HOMO energy (alpha / beta) comes out at -7.2 / -8.2 eV. The expectation value of S² is 6.036. Its max |F| is 0.068 Eh/bohr. The value obtained for the molar mass is 397.89 g mol⁻¹. Its spin multiplicity is 5.